The following is a DFT calculation (ωB97M-V/def2-TZVPD) of the molecule C22H28N6O3.

Structure (XYZ):
```
59
Properties=species:S:1:pos:R:3:forces:R:3:lowdin_charge:R:1
C -4.9796 -0.0542 0.8926 0.0713 0.2499 0.0758 -0.104
H -5.4788 -0.2540 -0.0539 -0.0656 -0.0777 -0.1018 0.073
C -4.3897 1.3514 0.9046 -0.0245 -0.0354 -0.2080 -0.251
C -3.4512 1.6191 -0.2707 -0.0093 -0.1732 0.3239 -0.146
H -3.9455 1.3422 -1.2057 0.0166 0.0734 -0.0791 0.122
H -3.2181 2.6825 -0.3223 0.0450 0.0433 -0.1204 0.114
C -2.1341 0.8314 -0.1614 -0.3378 0.1527 0.1682 -0.258
C -1.3277 1.0680 -1.3991 0.2157 -0.5817 -0.6120 -0.252
N -0.7544 2.1896 -1.7790 -0.5061 0.1536 0.7454 0.079
N -0.1415 1.9380 -2.9279 0.5405 0.5815 -0.5288 -0.029
N -0.3117 0.7374 -3.2849 0.1321 -1.0793 -0.8266 0.042
N -1.0644 0.1374 -2.3553 -0.1904 1.3252 0.6072 -0.062
C -1.4109 -1.2567 -2.4451 0.0625 -0.4959 -0.0379 -0.079
C -0.5946 -2.0685 -1.4710 -0.0201 -0.0164 -0.0406 -0.226
C 0.7904 -1.9955 -1.5101 -0.2407 -0.0663 -0.0134 -0.033
C 1.5675 -2.6845 -0.5970 0.1891 -0.1285 0.1681 -0.011
C 0.9604 -3.4711 0.3773 -0.2105 0.0222 -0.0297 -0.273
C -0.4331 -3.5616 0.4061 0.1951 -0.0896 0.1222 0.001
C -1.1982 -2.8637 -0.5039 0.1381 -0.0132 -0.1309 -0.051
H -2.2756 -2.9429 -0.4652 -0.1320 0.0127 0.0218 0.116
H -0.8914 -4.1815 1.1598 -0.0544 -0.0788 0.1072 0.121
O 1.6194 -4.1773 1.3301 -0.3446 0.0096 -0.0476 -0.077
C 3.0264 -4.1252 1.3587 0.2618 0.0123 0.0101 -0.080
H 3.3881 -3.1045 1.5186 -0.0159 -0.0283 -0.0211 0.095
H 3.4617 -4.5268 0.4383 -0.0186 0.0289 0.0250 0.097
H 3.3262 -4.7484 2.1993 0.0283 0.0577 -0.0737 0.095
H 2.6402 -2.5980 -0.6522 0.1335 -0.0086 0.0382 0.099
H 1.2703 -1.3870 -2.2635 0.0689 0.1090 -0.0599 0.118
H -1.1919 -1.5537 -3.4751 -0.1459 0.0881 0.1183 0.135
H -2.4814 -1.3791 -2.2570 0.1174 0.0074 -0.0753 0.130
N -1.4465 1.1474 1.0785 -0.0040 -0.1812 -0.0827 -0.103
C -1.0065 2.5403 1.2075 -0.1320 0.3468 0.1019 -0.140
C 0.3399 2.6490 1.9166 -0.1922 0.2952 0.0811 -0.112
N 1.3364 1.8710 1.2091 -0.0847 0.0953 0.0277 -0.017
C 2.4727 2.4891 0.8030 -0.3950 -0.0259 0.3309 -0.388
O 2.7354 3.6346 1.1404 0.2723 0.0644 -0.1830 0.061
C 3.4219 1.7651 -0.0594 1.0890 0.7920 -0.3435 -0.163
C 4.5870 2.2881 -0.5653 -0.7508 -0.1767 0.4188 0.014
C 5.1684 1.2798 -1.3596 -0.2643 -0.4952 -0.0342 -0.044
C 4.3219 0.2157 -1.2840 0.6601 0.2257 -0.3097 -0.110
O 3.2679 0.4930 -0.5033 -0.3107 -0.2073 0.0844 0.009
H 4.3579 -0.7591 -1.7306 -0.0916 -0.1523 -0.0081 0.118
H 6.0838 1.3367 -1.9114 0.1742 -0.0568 -0.1427 0.103
H 4.9549 3.2753 -0.3794 0.0020 0.2200 0.0828 0.120
C 0.9545 0.5193 0.8649 -0.1368 -0.6229 -0.1814 -0.124
H 0.9136 0.4012 -0.2234 0.0096 -0.0548 0.1673 0.103
C -0.4193 0.2041 1.4637 0.3329 -0.0598 0.0868 -0.132
H -0.3488 0.2098 2.5558 0.0578 -0.1475 -0.0496 0.125
H -0.7153 -0.8023 1.1610 0.0507 0.0520 0.0477 0.109
H 1.6914 -0.1965 1.2470 -0.1190 -0.0014 -0.0819 0.127
H 0.6825 3.6856 1.9109 -0.1356 -0.1661 0.0849 0.125
H 0.2666 2.3138 2.9567 0.0113 0.1008 -0.0298 0.128
H -1.7588 3.0935 1.7809 0.0761 0.1288 -0.0242 0.121
H -0.9053 3.0009 0.2186 -0.0048 0.0424 0.2861 0.101
H -2.3704 -0.2369 -0.1170 0.0080 0.0684 -0.0414 0.124
H -5.2042 2.0772 0.8640 0.0143 0.0468 0.0596 0.108
H -3.8410 1.5057 1.8334 -0.0336 0.0975 0.0547 0.101
H -5.7101 -0.1604 1.6908 -0.0692 -0.1107 0.0581 0.070
H -4.2072 -0.8036 1.0457 0.0665 -0.1720 0.0149 0.061
```
Forces are in eV/Å.

Summary:
HOMO level = -8.56 eV
Molar mass = 424.505 g mol⁻¹
HOMO-LUMO gap = 9.1 eV
Maximum force = 1.47 eV/Å
Structure (SMILES) = CCC[C@@H](c1nnnn1Cc1ccc(OC)cc1)N1CCN(C(=O)c2ccco2)CC1

---

The following is a DFT calculation (ωB97M-V/def2-TZVPD) of a cluster of 2 separate species, C3H9NO2 in total.

Structure (XYZ):
```
15
Properties=species:S:1:pos:R:3:forces:R:3:lowdin_charge:R:1
C 2.7625 0.0025 -0.6356 0.1255 -0.9425 -0.6088 -0.169
N 1.8635 -1.1547 -0.9812 -0.2503 -0.1075 2.3714 -0.093
H -0.0750 -0.1920 -1.1371 0.4815 0.1837 0.3281 0.083
H 2.4762 -1.8605 -1.4025 -0.7657 0.0392 0.4426 0.057
H 1.4753 -1.5256 -0.0374 0.9769 0.3862 -2.3540 0.105
H 2.9264 0.1345 0.4154 0.1367 -0.3453 0.7226 0.055
H 2.2801 0.9249 -0.9204 0.2671 0.3390 -0.6405 0.055
H 3.7458 -0.2178 -1.1058 -0.6534 0.8444 0.1463 0.079
C -2.5254 0.0157 0.9661 -3.5128 1.7407 -1.7274 -0.032
C -1.1608 0.4069 0.4309 0.9350 3.5585 3.3398 -0.484
O -0.9733 -0.1735 -0.7605 0.3564 0.4161 0.7109 0.086
O -0.4520 1.2308 1.1627 -2.2526 -4.2834 -4.4131 -0.016
H -3.3497 -0.2943 0.1848 2.2183 0.0264 0.9477 0.112
H -3.1557 0.8713 1.4179 1.8543 -1.0134 -0.1549 0.108
H -2.4231 -0.7665 1.6669 0.0832 -0.8423 0.8892 0.055
```
Forces are in eV/Å.

Summary:
HOMO level = -10.08 eV
Molar mass = 91.110 g mol⁻¹
HOMO-LUMO gap = 10.9 eV
Maximum force = 6.55 eV/Å
Structure (SMILES) = CC(=O)O.CN

---

The following is a DFT calculation (ωB97M-V/def2-TZVPD) of the ion C4H13N2O with charge +1.

Structure (XYZ):
```
20
Properties=species:S:1:pos:R:3:forces:R:3:lowdin_charge:R:1
N 0.1954 -0.9607 1.0292 -1.3582 -0.4933 -0.1467 0.200
C 0.3456 0.1776 0.0860 2.6936 -0.1178 0.4332 -0.237
C -0.9756 0.7612 -0.3132 -1.0997 0.7257 -0.7859 -0.392
C -1.3816 1.9513 0.5266 -0.4948 -0.4480 0.8330 -0.029
O -1.9370 -0.2967 -0.2126 0.3695 0.0752 -0.2231 -0.027
C 1.4043 -0.2998 -0.9689 -0.8929 -0.0697 -0.6402 -0.178
N 2.2895 -1.2555 -0.3365 0.2347 -0.3433 0.1762 0.002
H -0.5496 -1.5717 0.6818 -0.3372 0.1694 0.0989 0.162
H 1.0631 -1.5242 0.9262 0.5931 0.1760 0.1699 0.128
H -0.0504 -0.6824 1.9768 0.1793 -0.0639 0.0052 0.179
H 1.0007 0.8622 0.6281 -0.7345 0.5721 0.3618 0.157
H -0.9416 1.1601 -1.3387 0.3238 -0.5596 -0.0488 0.161
H -0.6182 2.7237 0.4629 -0.0933 0.1173 0.2503 0.096
H -2.3536 2.3516 0.2357 0.1755 0.0782 -0.4475 0.094
H -1.5827 1.6074 1.5511 0.5190 0.2885 0.0581 0.095
H -2.7267 -0.0503 -0.7050 -0.0325 -0.0705 0.0355 0.119
H 1.9131 0.5533 -1.4165 -0.0695 0.2311 0.2773 0.130
H 0.9035 -0.7831 -1.8077 -0.0460 -0.2415 0.0451 0.132
H 3.1296 -0.9144 0.1187 -0.1443 0.3803 -0.2598 0.111
H 2.5617 -1.9635 -0.9888 0.2144 -0.4062 -0.1923 0.097
```
Forces are in eV/Å.

Summary:
HOMO level = -14.55 eV
Molar mass = 105.161 g mol⁻¹
Charge = +1
HOMO-LUMO gap = 11.6 eV
Maximum force = 2.73 eV/Å
Structure (SMILES) = C[C@H](O)[C@@H]([NH3+])CN

---

For reference, energy relative to the best compared isomer or geometry (same formula, charge and spin) by record: 107.5 41.9 31.2 kcal/mol.